[1]
Below is a molecular structure, C34H41BrF5GeInN5O4S, with properties calculated with wB97M-V/def2-TZVPD.

Cartesian coordinates (Å):
In: -0.99876 -0.81453 -1.29104
C: 0.67867 -3.01640 1.56024
C: -0.32303 -2.07783 2.22602
C: -1.08454 -2.80540 3.33232
C: 0.40530 -0.88080 2.83017
O: -1.23792 -1.56049 1.24883
Ge: -2.66050 -2.56060 0.58195
O: -3.05300 -0.94369 -0.42489
C: -4.34687 -0.29535 -0.44700
C: -5.43302 -1.31129 -0.10680
C: -4.36797 0.84089 0.56774
C: -4.57877 0.24612 -1.84622
O: -1.51418 -2.90105 -0.93657
C: -1.58813 -4.04973 -1.80777
C: -1.66899 -5.30706 -0.94804
C: -0.30622 -4.07597 -2.62651
C: -2.82841 -3.93107 -2.68418
H: 1.45134 -3.32121 2.27014
H: 0.18179 -3.91737 1.19548
H: 1.15339 -2.52617 0.70948
H: -0.39934 -3.09621 4.13084
H: -1.85251 -2.15534 3.75637
H: -1.56656 -3.71326 2.96391
H: 1.03858 -1.20212 3.66072
H: 1.04300 -0.40021 2.08806
H: -0.31322 -0.15068 3.20661
H: -5.37874 -1.63945 0.93227
H: -6.41160 -0.85498 -0.26484
H: -5.35947 -2.18927 -0.75118
H: -3.99938 0.49617 1.53598
H: -3.75964 1.67892 0.22384
H: -5.38539 1.21413 0.69833
H: -4.59566 -0.56375 -2.57716
H: -5.53035 0.77880 -1.89420
H: -3.79008 0.94278 -2.12406
H: -0.82455 -5.35501 -0.25947
H: -2.59615 -5.34248 -0.37327
H: -1.63618 -6.19180 -1.58627
H: 0.55283 -4.22264 -1.97080
H: -0.33857 -4.88983 -3.35313
H: -0.16040 -3.14570 -3.17386
H: -3.72905 -3.93582 -2.06454
H: -2.80883 -3.01172 -3.26827
H: -2.89211 -4.77362 -3.37541
Br: 6.13652 -3.35339 4.22715
C: 5.77307 -1.61259 3.57709
C: 4.48103 -1.11613 3.65295
C: 4.20905 0.15047 3.16598
C: 5.23169 0.91165 2.61164
C: 6.53074 0.42665 2.58593
C: 6.80315 -0.85144 3.05013
N: 5.01385 2.27418 2.20341
N: 4.12510 2.57406 1.39578
C: 3.38639 1.57692 0.68416
C: 3.96848 0.56794 -0.04003
C: 3.20639 -0.35455 -0.76783
C: 1.82272 -0.29749 -0.77752
O: 1.07468 -1.18557 -1.36777
C: 1.21017 0.79853 -0.06756
N: -0.14936 0.85239 -0.06701
C: -0.77016 1.74599 0.66708
C: -0.08040 2.69904 1.42957
C: 1.28463 2.69695 1.41681
C: 1.97737 1.72504 0.66292
H: 3.69381 -1.71860 4.08517
H: 3.20096 0.54173 3.21516
H: 7.32198 1.05222 2.19362
H: 7.80899 -1.24577 3.01559
H: 5.04655 0.47054 -0.04917
H: 3.69135 -1.15047 -1.31659
H: -1.84887 1.71102 0.66735
H: -0.64295 3.42306 2.00153
H: 1.85193 3.42050 1.98802
F: -2.24210 0.52105 -3.76825
C: -1.19031 -0.30972 -3.47158
F: -1.37682 -1.42186 -4.25822
C: 0.06523 0.39191 -4.02336
F: -0.17567 1.06433 -5.15366
F: 0.52270 1.27986 -3.11623
F: 1.03714 -0.48893 -4.26677
C: 1.76813 6.01450 -0.12219
C: 0.49638 6.02226 -0.90941
C: -0.06210 7.18257 -1.43187
C: -1.24272 7.05610 -2.14310
N: -1.83593 5.88372 -2.34955
C: -1.21709 4.84458 -1.80628
S: -1.93401 3.26529 -2.07804
N: -0.10110 4.84137 -1.09411
H: 2.19284 7.01174 -0.02839
H: 2.49496 5.35659 -0.59977
H: 1.57975 5.61322 0.87435
H: 0.40570 8.14608 -1.28940
H: -1.73063 7.92448 -2.57159

Forces on atoms 1 to 3 (eV/Å):
In -0.124 -0.309 0.027
C 0.022 -0.031 0.021
C 0.036 0.046 -0.018

The total charge is 0. Its multiplicity is 2. For the calculated total energy, the calculation gives -207720.4331 eV. Its expectation value of S² is 0.75. Its energy above the lowest of the compared OMol25 structures with the same formula, charge and spin is 6.7 kJ/mol. Its HOMO-LUMO gap (spin up / spin down) is 7.260 / 5.308 eV. The HOMO energy (spin up / spin down) comes out at -7.6612 / -7.6623 eV.

[2]
Below is a molecular structure, C34H41N6ORuS, with properties calculated with wB97M-V/def2-TZVPD.

Cartesian coordinates (Å):
Ru: -0.06830 -0.30630 0.02890
O: 0.16410 -0.13010 2.10860
N: 1.35970 -0.25840 2.62470
C: 1.48370 -0.18120 3.96270
C: 2.70490 -0.32500 4.57190
C: 3.83150 -0.59340 3.79210
C: 3.68980 -0.66750 2.42340
C: 2.44050 -0.47260 1.83640
S: 2.25450 -0.45510 0.11360
H: 0.55870 -0.02230 4.49510
H: 2.77630 -0.24850 5.64510
H: 4.79830 -0.73910 4.24750
H: 4.52490 -0.85770 1.76830
C: 2.21920 -0.37670 -3.31580
C: 0.96180 -1.15390 -3.52940
C: 0.95330 -2.19550 -4.44330
C: -0.20880 -2.89080 -4.72300
C: -1.39580 -2.52310 -4.10710
C: -1.44070 -1.47870 -3.19950
C: -2.75620 -1.04460 -2.62610
C: -0.24320 -0.80070 -2.86880
N: -0.25180 0.27580 -1.97700
C: -0.16570 1.54540 -2.39490
C: -0.42930 1.87530 -3.83520
C: 0.10270 2.58540 -1.49970
C: 0.30280 3.97170 -2.03930
N: 0.38790 2.37320 -0.21540
C: 0.16390 3.09840 0.87510
C: 1.22820 3.24750 1.82990
C: 2.60720 2.79700 1.48540
C: 0.98910 3.90790 3.01560
C: -0.25200 4.46770 3.28770
C: -1.27330 4.38890 2.34380
C: -1.10200 3.72580 1.14880
C: -2.21060 3.69060 0.14960
H: 3.08580 -0.96290 -3.60790
H: 2.33530 -0.06150 -2.28060
H: 2.20240 0.51820 -3.93710
H: 1.86810 -2.45160 -4.95610
H: -0.19890 -3.70490 -5.42900
H: -2.30790 -3.04540 -4.35020
H: -3.49090 -1.84300 -2.69580
H: -3.14020 -0.18260 -3.17120
H: -2.63220 -0.75670 -1.58700
H: -0.61880 0.97400 -4.40940
H: 0.40370 2.40770 -4.28890
H: -1.30540 2.51790 -3.91120
H: 1.17400 3.98060 -2.69340
H: 0.47200 4.67920 -1.23340
H: -0.56050 4.28300 -2.62350
H: 2.60030 2.00780 0.73720
H: 3.14720 2.47410 2.37390
H: 3.15880 3.63770 1.05940
H: 1.79010 4.02370 3.73110
H: -0.41670 4.98070 4.22310
H: -2.22450 4.85300 2.55860
H: -3.17320 3.73620 0.65380
H: -2.15670 2.79320 -0.46330
H: -2.14700 4.56060 -0.50650
C: -5.24040 -0.81650 1.08460
N: -4.45670 0.18420 0.38640
C: -5.15990 1.24000 -0.31890
C: -3.17750 0.17680 0.43180
N: -2.01290 0.18200 0.40200
H: -5.94570 -1.26720 0.38380
H: -5.79770 -0.36140 1.90530
H: -4.58380 -1.59040 1.47780
H: -5.86670 0.79780 -1.02250
H: -4.44890 1.85560 -0.86620
H: -5.70850 1.86510 0.38920
C: 0.26850 -7.05120 0.34990
C: 0.15080 -5.56960 0.32270
C: 0.80350 -4.76160 1.25110
C: 0.67590 -3.38750 1.18120
N: -0.03470 -2.76980 0.24030
C: -0.66480 -3.53030 -0.65400
C: -0.60970 -4.91070 -0.64370
H: 0.98490 -7.38330 1.09510
H: 0.58560 -7.42230 -0.62310
H: -0.69610 -7.50210 0.58040
H: 1.41280 -5.19600 2.02700
H: 1.17580 -2.77310 1.91960
H: -1.22090 -3.01490 -1.42550
H: -1.14990 -5.47400 -1.38910

Forces on atoms 1 to 3 (eV/Å):
Ru 1.903 1.238 1.540
O -0.918 -0.173 -1.258
N 1.260 -0.377 -0.010

The total charge is +2. Its multiplicity is 2. For the calculated total energy, the calculation gives -60313.8535 eV. Its expectation value of S² is 0.77. Its HOMO-LUMO gap (spin up / spin down) is 6.263 / 5.859 eV. The HOMO energy (spin up / spin down) comes out at -12.9646 / -13.0185 eV.

[3]
Below is a molecular structure, C34H42BMoN7O4S3, with properties calculated with wB97M-V/def2-TZVPD.

Cartesian coordinates (Å):
Mo: -1.64194 -0.19464 -2.86122
C: 2.31947 -3.77130 -1.75594
C: 2.09420 -2.35782 -1.29571
C: 3.08911 -1.52584 -0.90374
C: 2.82627 -0.16775 -0.58221
N: 1.59660 0.24148 -0.39755
N: 0.62227 -0.61327 -0.70174
B: -0.83733 -0.17552 -0.54076
N: -1.52758 -1.17186 0.41671
N: -0.78550 -1.62200 1.44229
C: -1.36660 -2.43227 2.28554
C: -2.73405 -2.78963 2.12834
C: -3.46421 -2.34602 1.07270
C: -4.89312 -2.73642 0.81949
C: -2.77446 -1.51015 0.16710
S: -3.45409 -0.93257 -1.30441
C: -0.53579 -2.97523 3.43978
C: -1.15640 -2.48912 4.76025
C: -0.57025 -4.51230 3.38843
C: 0.91127 -2.49339 3.34330
N: -1.00452 1.27222 -0.01310
N: -0.54982 1.35120 1.24818
C: -0.64083 2.49336 1.87370
C: -1.26095 3.59906 1.24820
C: -1.72451 3.52044 -0.02608
C: -2.40962 4.67023 -0.70743
C: -1.54665 2.28546 -0.69341
S: -2.03891 2.14497 -2.35170
C: -0.13616 2.51712 3.31407
C: -1.14714 1.72125 4.15833
C: -0.02948 3.94724 3.84119
C: 1.23713 1.84127 3.39903
C: 0.81034 -1.78030 -1.32871
S: -0.49745 -2.40618 -2.26458
C: 3.94961 0.84809 -0.50610
C: 4.77221 0.58843 0.76400
C: 3.39798 2.27454 -0.50367
C: 4.83522 0.67318 -1.75307
H: 3.36745 -4.04755 -1.66261
H: 2.02125 -3.89183 -2.80174
H: 1.71673 -4.46688 -1.16900
H: 4.11242 -1.88748 -0.89720
H: -3.19815 -3.44861 2.85500
H: -5.29933 -3.29101 1.66243
H: -4.96249 -3.36305 -0.07423
H: -5.51644 -1.85726 0.64057
H: -2.16507 -2.88956 4.91261
H: -1.21024 -1.39763 4.79732
H: -0.53903 -2.82688 5.59725
H: -1.57532 -4.91191 3.55423
H: 0.07627 -4.91500 4.17235
H: -0.20511 -4.88563 2.42519
H: 0.97657 -1.40344 3.40785
H: 1.37618 -2.80487 2.40156
H: 1.48472 -2.92457 4.16690
H: -1.39839 4.52045 1.80213
H: -2.64790 5.45476 0.00963
H: -3.33156 4.34607 -1.19366
H: -1.76681 5.09751 -1.48323
H: -2.13251 2.19998 4.16050
H: -0.79870 1.66061 5.19313
H: -1.25119 0.70550 3.76493
H: -1.00722 4.42520 3.95151
H: 0.59804 4.57180 3.19605
H: 0.43329 3.92783 4.82830
H: 1.23445 0.86513 2.90743
H: 1.50577 1.70570 4.44952
H: 2.00678 2.46403 2.93368
H: 4.16496 0.70750 1.66765
H: 5.59702 1.30320 0.80841
H: 5.20622 -0.41890 0.76794
H: 2.80396 2.47606 0.38873
H: 2.76722 2.45386 -1.37826
H: 4.23392 2.97637 -0.53414
H: 5.36763 -0.28267 -1.74692
H: 5.58914 1.46469 -1.76349
H: 4.24868 0.74570 -2.67567
O: -4.57425 0.02738 -5.64446
C: -3.50534 -0.03049 -5.16722
O: -3.27634 -0.34563 -3.82130
C: -2.20059 0.24055 -5.83253
C: -1.98728 0.54954 -7.15184
C: -0.68424 0.83100 -7.54661
C: 0.35026 0.81049 -6.61679
C: 0.04296 0.50214 -5.31571
N: -1.20240 0.21274 -4.95115
C: 0.96384 0.47222 -4.13529
O: 2.14820 0.53931 -4.17008
O: 0.23382 0.35147 -3.00396
H: -2.82238 0.56698 -7.84185
H: -0.47669 1.08704 -8.57763
H: 1.37292 1.04213 -6.88569

Forces on atoms 1 to 3 (eV/Å):
Mo -0.863 -0.388 -0.597
C -0.088 0.154 -0.072
C -0.121 -0.625 -0.188

The total charge is +2. Its multiplicity is 3. For the calculated total energy, the calculation gives -89588.6116 eV. Its expectation value of S² is 2.02. Its energy above the lowest of the compared OMol25 structures with the same formula, charge and spin is 49.3 kJ/mol. Its HOMO-LUMO gap (spin up / spin down) is 6.435 / 5.828 eV. The HOMO energy (spin up / spin down) comes out at -13.9265 / -14.2217 eV.

[4]
Below is a molecular structure, C34H42BeN2OSSeSiTe, with properties calculated with wB97M-V/def2-TZVPD.

Cartesian coordinates (Å):
Be: -1.66331 -1.18685 -0.75250
C: 2.57672 -5.56062 -2.67397
Si: 1.91816 -3.96370 -3.39831
C: 1.85371 -4.13335 -5.26342
C: 3.09448 -2.59273 -2.95243
C: 0.14372 -3.78768 -2.80062
C: -0.73833 -4.80824 -3.12511
C: -2.07367 -4.79418 -2.71963
C: -2.49328 -3.74588 -1.93430
N: -1.66549 -2.76356 -1.57876
C: -0.38924 -2.72245 -2.03864
S: 0.36086 -1.22587 -1.61022
H: 3.55173 -5.80907 -3.10560
H: 1.90032 -6.40002 -2.85826
H: 2.69879 -5.46196 -1.59169
H: 2.85524 -4.27645 -5.68126
H: 1.42240 -3.23267 -5.70900
H: 1.23668 -4.98407 -5.56641
H: 4.07372 -2.80536 -3.39507
H: 3.20838 -2.51017 -1.86869
H: 2.74098 -1.62652 -3.31566
H: -0.38671 -5.64319 -3.72662
H: -2.76077 -5.58012 -2.99837
H: -3.51068 -3.66778 -1.57214
Se: -3.44321 -0.27962 -1.76334
C: -3.41080 1.60088 -2.03874
C: -4.61615 2.28057 -2.23236
C: -4.62750 3.63908 -2.52158
C: -3.43514 4.34707 -2.62617
C: -2.23478 3.67820 -2.42532
C: -2.21982 2.32107 -2.12958
H: -5.54590 1.72899 -2.15900
H: -5.57435 4.14686 -2.66784
H: -3.44221 5.40508 -2.85860
H: -1.29638 4.21814 -2.49795
H: -1.27733 1.81043 -1.97235
C: -3.49821 -2.77138 1.19661
C: -2.07928 -2.35063 1.57655
O: -1.52578 -2.97791 2.48432
N: -1.58289 -1.28208 0.90400
Te: 0.01780 -0.44028 2.22298
C: 2.00791 0.47170 2.75893
C: 3.19652 -0.02746 2.21757
C: 3.23083 -1.02386 1.07823
C: 4.42214 0.43641 2.70380
C: 4.49673 1.37610 3.71738
C: 5.82537 1.85420 4.24805
C: 3.30521 1.85681 4.25047
C: 2.06437 1.41950 3.79709
C: 0.82621 1.98253 4.45482
C: -0.66597 1.46329 1.54497
C: 0.08976 2.29683 0.70577
C: 1.41887 1.90214 0.11304
C: -0.40075 3.56424 0.39302
C: -1.62055 4.02031 0.85957
C: -2.13221 5.39545 0.51839
C: -2.38031 3.15959 1.63841
C: -1.93216 1.89080 1.98737
C: -2.85878 1.01925 2.79834
H: -4.08558 -2.80315 2.11458
H: -3.46602 -3.78290 0.78908
H: -3.96469 -2.09103 0.48312
H: 2.29702 -1.57102 0.97263
H: 4.04094 -1.74281 1.21921
H: 3.40670 -0.51202 0.12754
H: 5.34021 0.04335 2.27288
H: 6.64515 1.52342 3.60911
H: 6.00835 1.46868 5.25455
H: 5.85728 2.94435 4.30582
H: 3.34150 2.58865 5.05369
H: 1.09956 2.66178 5.26316
H: 0.20721 1.18409 4.87114
H: 0.20879 2.52873 3.74087
H: 1.39545 0.88095 -0.26408
H: 2.21495 1.95862 0.85469
H: 1.67478 2.56716 -0.71295
H: 0.19050 4.20546 -0.25484
H: -1.37728 5.97691 -0.01200
H: -2.40979 5.94034 1.42318
H: -3.01719 5.33045 -0.11804
H: -3.36016 3.48001 1.98090
H: -3.63571 1.62268 3.26856
H: -2.32963 0.46291 3.57138
H: -3.33808 0.28453 2.14565

Forces on atoms 1 to 3 (eV/Å):
Be -0.021 0.098 0.188
C 0.053 -0.117 0.038
Si -0.020 -0.021 -0.043

The total charge is -1. Its multiplicity is 2. For the calculated total energy, the calculation gives -132726.9203 eV. Its expectation value of S² is 0.76. Its energy above the lowest of the compared OMol25 structures with the same formula, charge and spin is 0.0 kJ/mol. Its HOMO-LUMO gap (spin up / spin down) is 6.721 / 6.272 eV. The HOMO energy (spin up / spin down) comes out at -4.2150 / -4.3296 eV.